# 1
This record from the OMol25 dataset describes 2 unconnected molecules or ions with the total composition C4H8N3O. The level of theory is ωB97M-V with the def2-TZVPD basis set.

Calculated values
Gap between HOMO and LUMO ... 11.68 eV
Electronic energy ... -396.39906 Ha
ΔE to the lowest compared entry with this formula, charge and spin ... 86.1 kcal/mol
E_HOMO ... -15.146 eV
Total charge ... +1

The geometry in XYZ format:
```
16
Properties=species:S:1:pos:R:3:lowdin_charge:R:1
C 0.179 1.438 -0.270 -0.125
C -0.941 -0.225 1.855 -0.415
C 1.314 -0.577 -0.546 0.011
C -1.098 -0.374 -1.177 0.007
N 0.411 2.562 -0.129 0.370
N -0.115 -1.074 1.871 0.196
N 0.087 0.244 -0.706 -0.141
O -1.653 0.654 1.537 0.148
H 2.217 -0.076 -0.366 0.081
H 1.242 -1.366 0.217 0.080
H 1.445 -1.026 -1.645 0.158
H -1.810 0.180 -1.691 0.100
H -0.835 -1.209 -1.861 0.131
H -1.444 -0.854 -0.292 0.074
H 0.554 3.279 0.562 0.147
H 0.447 -1.574 2.641 0.176
```

---

# 2
This record from the OMol25 dataset describes a gas-phase ion, C4H8N3O (charge +1). The level of theory is ωB97M-V with the def2-TZVPD basis set.

Calculated values
Gap between HOMO and LUMO (alpha / beta) ... 7.48 / 7.48 eV
Electronic energy ... -396.24469 Ha
ΔE to the lowest compared entry with this formula, charge and spin ... 183.0 kcal/mol
E_HOMO (alpha / beta) ... -12.332 / -12.331 eV
Total charge ... +1

The geometry in XYZ format:
```
16
Properties=species:S:1:pos:R:3:lowdin_charge:R:1
C 1.046 -0.090 -1.030 -0.110
C 0.996 -1.410 -0.772 -0.015
C 0.019 0.844 -0.722 -0.114
C -0.336 -1.732 -0.017 -0.157
N -0.613 1.589 -1.550 0.154
N -0.857 0.030 1.313 0.016
N -0.411 0.839 2.278 0.104
O -0.177 -1.088 1.197 -0.096
H 1.882 0.492 -1.500 0.145
H 1.890 -2.078 -0.664 0.135
H -1.203 -1.102 -0.535 0.165
H -0.458 -2.795 0.292 0.149
H -0.272 1.719 -2.510 0.143
H 0.485 0.664 2.821 0.172
H -1.060 1.615 2.619 0.175
H -0.930 2.502 -1.221 0.134
```

---

> What is the total charge in the first record?

+1

---

> Number 2 is which compound?

C4H8N3O

---

Copy entry 2 word for word.
This record from the OMol25 dataset describes a gas-phase ion, C4H8N3O (charge +1). The level of theory is ωB97M-V with the def2-TZVPD basis set.

Calculated values
Gap between HOMO and LUMO (alpha / beta) ... 7.48 / 7.48 eV
Electronic energy ... -396.24469 Ha
ΔE to the lowest compared entry with this formula, charge and spin ... 183.0 kcal/mol
E_HOMO (alpha / beta) ... -12.332 / -12.331 eV
Total charge ... +1

The geometry in XYZ format:
```
16
Properties=species:S:1:pos:R:3:lowdin_charge:R:1
C 1.046 -0.090 -1.030 -0.110
C 0.996 -1.410 -0.772 -0.015
C 0.019 0.844 -0.722 -0.114
C -0.336 -1.732 -0.017 -0.157
N -0.613 1.589 -1.550 0.154
N -0.857 0.030 1.313 0.016
N -0.411 0.839 2.278 0.104
O -0.177 -1.088 1.197 -0.096
H 1.882 0.492 -1.500 0.145
H 1.890 -2.078 -0.664 0.135
H -1.203 -1.102 -0.535 0.165
H -0.458 -2.795 0.292 0.149
H -0.272 1.719 -2.510 0.143
H 0.485 0.664 2.821 0.172
H -1.060 1.615 2.619 0.175
H -0.930 2.502 -1.221 0.134
```

---

> Among the records above, which one has the highest electronic energy?

number 2